# 1
64
Properties=species:S:1:pos:R:3:lowdin_charge:R:1 method="wB97M-V/def2-TZVPD" e_homo_ev="-5.4255 / -5.4593" energy_ev=-67675.8660 total_charge=0
Ti -0.18942 0.54703 0.30650 0.96
C -0.38375 1.63347 4.61882 -0.05
C -0.67183 2.00003 3.18975 -0.27
N -0.16860 1.26545 2.17768 -0.09
N 0.55258 0.11524 2.52311 0.05
C 1.51062 -0.20944 1.68135 -0.48
O 1.75884 0.46620 0.57466 -0.16
C 2.26438 -1.46519 1.92227 -0.15
C 3.17264 -1.89934 0.96421 -0.03
C 3.87276 -3.08326 1.14872 -0.09
C 3.66537 -3.84145 2.29178 -0.09
C 2.75515 -3.41029 3.25134 -0.08
C 2.05662 -2.22813 3.06906 -0.02
C -1.39745 3.18737 2.89920 -0.23
C -1.75485 4.09033 3.93514 -0.03
C -2.39063 5.26609 3.63603 -0.08
C -2.69551 5.57094 2.30422 -0.09
C -2.34569 4.63797 1.35076 -0.16
N -1.72662 3.48591 1.61019 0.05
H 0.07053 0.65109 4.66829 0.06
H 0.30091 2.35061 5.08370 0.08
H -1.30241 1.62168 5.20972 0.08
H 3.31869 -1.30371 0.07377 0.11
H 4.57630 -3.41803 0.39625 0.10
H 4.21042 -4.76677 2.43669 0.10
H 2.58913 -4.00088 4.14395 0.10
H 1.33572 -1.88994 3.80106 0.11
H -1.50834 3.85765 4.96121 0.10
H -2.65133 5.95731 4.42877 0.10
H -3.19292 6.48971 2.02561 0.09
H -2.58095 4.81545 0.30392 0.10
N -2.21451 1.41569 -0.16133 0.02
C -2.37007 1.77861 -1.53100 -0.22
C -3.54701 2.16684 -2.10514 0.00
C -3.59822 2.52500 -3.47109 -0.06
C -2.47431 2.50192 -4.24478 -0.03
C -1.24042 2.09593 -3.68529 -0.14
C -0.03200 2.01826 -4.41415 0.01
C 1.10489 1.58182 -3.79878 -0.03
C 1.05143 1.21177 -2.44505 -0.08
N -0.05063 1.28665 -1.73212 0.03
C -1.20098 1.72444 -2.32879 -0.14
H -2.99032 0.85470 0.16891 0.11
H -2.09489 2.25157 0.46764 0.05
H -4.44688 2.20501 -1.50151 0.12
H -4.54371 2.82801 -3.90222 0.11
H -2.51454 2.78412 -5.29063 0.12
H -0.02309 2.30293 -5.45999 0.12
H 2.04086 1.50827 -4.33395 0.11
H 1.92878 0.84913 -1.92481 0.12
N 2.87934 -7.38712 -4.04153 0.15
C 2.33402 -6.54664 -3.47608 -0.19
C 1.65397 -5.49020 -2.77218 -0.24
C 1.00892 -4.48286 -3.48931 -0.03
C 0.36014 -3.46649 -2.81397 -0.02
C 0.34705 -3.43556 -1.41468 -0.24
C 0.99826 -4.45036 -0.70679 -0.02
C 1.64408 -5.47071 -1.37925 -0.02
C -0.28842 -2.35940 -0.71271 -0.13
C -0.79974 -1.43293 -0.09932 -0.08
H 1.01995 -4.50765 -4.57077 0.12
H -0.14784 -2.68273 -3.36049 0.11
H 1.00402 -4.41695 0.37471 0.12
H 2.15154 -6.25416 -0.83129 0.12


# 2
12
Properties=species:S:1:pos:R:3:lowdin_charge:R:1 method="wB97M-V/def2-TZVPD" e_homo_ev=-8.9669 energy_ev=-9809.2505 total_charge=0 de_lowest_kcal_mol=116.8
O 1.70901 -1.29971 1.33835 0.09
C 0.55759 -1.22729 1.68670 -0.14
C -0.46261 -0.32558 0.99040 -0.42
O -1.61350 -0.25598 1.37178 0.09
N 0.10014 0.44099 0.00129 -0.16
C -0.64946 0.92711 -1.12054 -0.07
C 0.94967 -0.06066 -1.05000 0.08
H 0.13582 -1.81435 2.52215 0.13
H -0.58931 2.00294 -1.27533 0.12
H -1.64901 0.49364 -1.18090 0.13
H -0.11286 0.32922 -2.00503 0.10
H 1.62451 0.78969 -1.27886 0.06